The following is a quantum chemistry calculation of a structure of composition C34H60N2O10S2 at a distorted geometry, from the OMol25 dataset.

Its LUMO energy is 0.046 eV.

Positions of all 108 atoms, in Å:
C -0.11 3.08 1.12
C 0.90 2.12 0.57
C 0.68 1.29 -0.50
C -0.60 1.28 -1.31
C -1.82 0.48 -0.78
C -1.48 -0.83 -0.04
C -2.82 1.34 0.02
C 1.77 0.42 -0.94
C 1.64 -0.55 -2.12
C 2.15 -1.95 -1.68
C 1.33 -3.13 -2.24
S 0.19 -3.78 -0.96
C 2.98 0.44 -0.32
C 3.23 1.30 0.77
N 4.38 1.42 1.44
S 4.05 2.54 2.59
N 2.54 2.87 2.26
C 2.17 2.11 1.21
H -0.96 2.59 1.57
H 0.35 3.64 1.93
H -0.43 3.82 0.39
H -0.36 0.93 -2.30
H -0.93 2.32 -1.41
H -2.38 0.19 -1.66
H -0.42 -1.07 0.02
H -1.95 -1.66 -0.57
H -1.91 -0.86 0.95
H -3.75 1.41 -0.54
H -3.08 0.88 0.96
H -2.49 2.35 0.15
H 2.33 -0.21 -2.88
H 0.64 -0.60 -2.51
H 3.19 -2.06 -1.97
H 2.12 -2.04 -0.60
H 1.98 -3.96 -2.51
H 0.73 -2.84 -3.09
H 0.72 -4.96 -0.63
H 3.79 -0.18 -0.67
O -3.31 -3.55 1.42
C -2.92 -4.61 1.82
O -3.53 -5.74 1.37
C -3.02 -7.05 1.61
C -3.47 -7.60 2.94
C -1.82 -4.73 2.84
H -1.93 -7.06 1.51
H -3.41 -7.66 0.80
H -3.10 -7.00 3.78
H -3.12 -8.62 3.07
H -4.56 -7.60 3.00
H -2.24 -4.65 3.84
H -1.13 -3.90 2.68
H -1.24 -5.64 2.77
O -2.03 4.28 3.29
C -2.94 3.72 3.83
O -3.62 2.79 3.13
C -4.60 1.93 3.72
C -5.97 2.57 3.77
C -3.38 4.08 5.23
H -4.27 1.58 4.70
H -4.62 1.05 3.08
H -5.97 3.46 4.40
H -6.70 1.86 4.16
H -6.27 2.87 2.77
H -4.07 4.91 5.17
H -2.50 4.38 5.79
H -3.84 3.26 5.77
O -3.52 1.37 -3.12
C -3.58 0.86 -4.21
O -3.62 1.65 -5.29
C -3.51 1.16 -6.63
C -4.85 0.71 -7.18
C -3.70 -0.64 -4.37
H -2.76 0.37 -6.68
H -3.13 1.99 -7.21
H -5.26 -0.12 -6.61
H -4.74 0.40 -8.22
H -5.57 1.53 -7.13
H -4.75 -0.92 -4.29
H -3.15 -1.11 -3.57
H -3.30 -1.01 -5.31
O 5.38 -4.62 4.94
C 5.95 -3.61 4.62
O 5.32 -2.44 4.76
C 5.97 -1.17 4.58
C 5.97 -0.74 3.13
C 7.32 -3.65 3.98
H 6.97 -1.19 5.01
H 5.39 -0.47 5.18
H 6.53 -1.43 2.50
H 6.41 0.25 3.02
H 4.95 -0.70 2.75
H 7.21 -3.80 2.91
H 7.87 -4.49 4.40
H 7.91 -2.75 4.16
O 1.46 2.25 -3.40
C 2.24 3.16 -3.39
O 2.39 3.90 -4.51
C 3.14 5.11 -4.56
C 4.61 4.87 -4.79
C 3.10 3.47 -2.19
H 2.96 5.71 -3.66
H 2.72 5.67 -5.39
H 5.06 4.30 -3.98
H 5.15 5.81 -4.88
H 4.76 4.29 -5.71
H 4.00 2.85 -2.23
H 2.54 3.21 -1.29
H 3.39 4.52 -2.10

Atom charges from the Löwdin analysis, given in e for atoms 1 to 6:
1 C -0.03
2 C -0.14
3 C -0.11
4 C -0.10
5 C -0.35
6 C -0.06


The following is a quantum chemistry calculation of a structure of composition C34H60N2O2PdSi at a distorted geometry, from the OMol25 dataset.

As for the expectation value of S²: 2.010. Its spin multiplicity is 3. Its LUMO energy (spin up / spin down) is 0.426 / 0.311 eV.

Positions of all 100 atoms, in Å:
O 0.74 -2.26 -0.95
O -1.36 -1.83 -3.79
C 2.07 -2.35 -1.72
C 3.03 -3.23 -0.98
H 2.46 -1.35 -1.84
H 1.75 -2.71 -2.71
H 3.31 -2.75 -0.03
H 3.95 -3.30 -1.56
H 2.63 -4.23 -0.79
C -0.24 -3.38 -0.98
C -0.10 -4.24 -2.20
H -1.20 -2.87 -0.94
H -0.09 -3.95 -0.06
H -0.33 -3.66 -3.10
H -0.85 -5.04 -2.15
H 0.89 -4.70 -2.28
C -2.74 -1.66 -3.47
C -0.84 -1.13 -4.92
C -3.46 -2.98 -3.62
H -3.18 -0.88 -4.12
H -2.78 -1.31 -2.42
H -3.46 -3.30 -4.66
H -4.50 -2.87 -3.30
H -2.98 -3.76 -3.01
C -1.02 -1.92 -6.20
H 0.23 -0.98 -4.69
H -1.33 -0.14 -4.99
H -0.65 -2.95 -6.09
H -0.46 -1.43 -7.00
H -2.07 -1.95 -6.49
H 0.68 -1.56 -0.15
N 1.61 1.18 2.06
C 1.50 2.42 2.49
C 0.35 3.21 2.29
C -0.95 2.77 2.03
C 2.66 3.05 3.21
H 3.56 3.07 2.56
H 2.92 2.50 4.12
H 2.39 4.07 3.47
C -2.08 3.78 2.08
H -2.76 3.57 2.92
H -2.68 3.76 1.15
H -1.66 4.79 2.20
N -1.26 1.50 1.82
C 2.74 0.37 2.34
C 3.74 0.17 1.36
C 3.66 0.84 0.02
C 4.84 -0.64 1.65
H 5.61 -0.77 0.88
C 4.95 -1.26 2.90
H 5.81 -1.88 3.12
C 3.96 -1.08 3.86
H 4.02 -1.56 4.84
C 2.85 -0.27 3.61
C 1.77 -0.12 4.63
C -2.51 0.97 2.18
C -3.47 0.66 1.19
C -3.14 0.89 -0.25
C -4.74 0.23 1.58
H -5.48 0.04 0.80
C -5.04 0.06 2.93
H -6.03 -0.27 3.23
C -4.08 0.33 3.91
H -4.29 0.19 4.97
C -2.82 0.80 3.56
C -1.80 1.12 4.61
Pd 0.14 0.23 0.82
H 3.65 0.09 -0.79
H 4.54 1.48 -0.16
H 2.77 1.47 -0.08
H 1.47 0.93 4.78
H 2.14 -0.48 5.60
H 0.88 -0.71 4.38
H -3.83 0.34 -0.90
H -2.10 0.56 -0.47
H -3.19 1.96 -0.52
H -0.83 0.64 4.40
H -2.16 0.76 5.58
H -1.62 2.20 4.71
H 0.47 4.27 2.49
C 0.31 0.42 -1.26
Si 0.37 2.09 -2.11
H 1.23 -0.12 -1.53
H -0.54 -0.18 -1.60
C 1.61 1.95 -3.53
C 0.97 3.49 -1.01
C -1.32 2.56 -2.81
H -1.85 1.67 -3.19
H -1.19 3.26 -3.64
H -1.95 3.04 -2.05
H 2.56 1.54 -3.17
H 1.81 2.94 -3.97
H 1.23 1.29 -4.33
H 1.82 3.20 -0.38
H 0.17 3.84 -0.33
H 1.29 4.35 -1.62
C -0.20 -1.52 1.73
H -0.73 -1.20 2.64
H 0.73 -2.02 2.03
H -0.86 -2.21 1.19

Atom charges from the Löwdin analysis, given in e for atoms 1 to 6:
1 O -0.18
2 O -0.22
3 C -0.14
4 C -0.05
5 H 0.09
6 H 0.12


The following is a quantum chemistry calculation of the molecule C34H60N6O9 at a distorted geometry, from the OMol25 dataset.

Its LUMO energy is 0.693 eV.

Positions of all 109 atoms, in Å:
C 1.66 6.05 -0.50
H 1.36 6.91 0.09
H 2.73 5.89 -0.36
H 1.48 6.26 -1.55
C 0.87 4.81 -0.07
C -0.63 5.05 -0.27
H -0.97 5.90 0.31
H -0.84 5.23 -1.32
H -1.18 4.16 0.04
C 1.14 4.50 1.40
H 2.21 4.38 1.59
H 0.78 5.32 2.02
H 0.62 3.58 1.69
O 1.15 3.71 -0.95
C 2.37 3.04 -0.83
H 2.60 2.67 -1.84
C 2.30 1.80 0.12
C 0.94 1.22 0.01
N -0.07 1.46 0.79
N -1.13 0.82 0.25
C -0.72 0.23 -0.82
O 0.59 0.46 -1.04
C -1.55 -0.59 -1.75
N -2.30 -1.56 -0.99
C -1.93 -2.86 -0.93
O -1.07 -3.32 -1.65
C -2.74 -3.72 0.05
C -3.07 -2.99 1.35
H -3.78 -2.18 1.20
H -3.54 -3.71 2.03
C -1.77 -2.47 1.98
N -0.66 -3.33 1.61
C 0.41 -2.80 0.97
O 0.58 -1.60 0.84
O 1.27 -3.75 0.58
C 2.48 -3.40 -0.12
C 3.13 -4.75 -0.44
H 4.08 -4.59 -0.95
H 2.47 -5.33 -1.08
H 3.30 -5.30 0.48
C 2.15 -2.66 -1.42
H 1.72 -1.69 -1.19
H 3.04 -2.54 -2.02
H 1.40 -3.22 -1.98
C 3.39 -2.57 0.78
H 2.87 -1.68 1.13
H 4.28 -2.26 0.23
H 3.69 -3.15 1.65
C -1.00 -4.73 1.55
H -0.09 -5.32 1.46
H -1.49 -4.98 2.50
C -1.95 -4.99 0.37
H -2.62 -5.82 0.61
H -1.37 -5.27 -0.52
H -1.53 -1.46 1.63
H -1.85 -2.44 3.07
H -3.67 -3.98 -0.47
H -3.04 -1.20 -0.40
H -0.88 -1.15 -2.42
C -2.49 0.34 -2.53
H -3.08 0.89 -1.79
H -1.89 1.07 -3.08
C -3.40 -0.44 -3.47
C -4.77 0.22 -3.66
H -5.28 -0.26 -4.49
H -4.64 1.28 -3.91
C -5.68 0.10 -2.43
N -5.39 1.05 -1.39
C -5.05 0.71 -0.12
O -4.86 -0.43 0.24
O -4.96 1.82 0.62
C -4.76 1.76 2.06
C -4.59 3.22 2.46
H -4.52 3.31 3.54
H -5.43 3.81 2.11
H -3.68 3.62 2.01
C -3.51 0.96 2.43
H -3.70 -0.10 2.34
H -2.68 1.23 1.79
H -3.25 1.18 3.47
C -6.01 1.16 2.71
H -6.16 0.14 2.36
H -5.89 1.14 3.79
H -6.89 1.75 2.46
H -5.54 2.03 -1.57
H -5.58 -0.89 -1.98
H -6.72 0.23 -2.74
H -2.92 -0.54 -4.44
H -3.56 -1.44 -3.07
N 3.30 0.82 -0.25
C 4.60 0.98 0.11
O 5.00 1.91 0.76
O 5.32 -0.04 -0.38
C 6.74 -0.13 -0.10
C 7.18 -1.41 -0.80
H 6.67 -2.27 -0.38
H 6.94 -1.35 -1.86
H 8.26 -1.54 -0.69
C 7.47 1.08 -0.68
H 7.14 1.99 -0.20
H 7.27 1.16 -1.75
H 8.54 0.97 -0.53
C 6.98 -0.23 1.41
H 8.03 -0.40 1.60
H 6.40 -1.06 1.82
H 6.66 0.68 1.90
H 3.03 0.02 -0.80
H 2.47 2.10 1.15
H 3.19 3.68 -0.50

Atom charges from the Löwdin analysis, given in e for atoms 1 to 6:
1 C -0.02
2 H 0.09
3 H 0.08
4 H 0.09
5 C -0.60
6 C -0.02